Entry a
ORCA calculation (ωB97M-V with the def2-TZVPD basis set) on a single C4H4Br2O molecule.

The LUMO energy (spin up / spin down) is -0.041 / -0.041 Ha. Its HOMO energy (spin up / spin down) is -8.65 / -8.65 eV. Its frontier orbital gap (spin up / spin down) is 7.5 / 7.5 eV.

XYZ file:
```
11
C4H4Br2O | OMol25 | ωB97M-V with the def2-TZVPD basis set
O -0.905 -2.988 -1.106
Br -1.728 -0.480 -2.169
Br -3.250 -3.525 -2.290
H 0.737 2.377 -2.043
C -0.689 1.102 -2.363
H 2.412 1.124 -1.126
H 1.129 0.517 -0.195
C 1.554 0.455 -1.298
C -1.793 -2.495 -1.688
H 1.476 -0.542 -1.760
C 0.499 1.362 -1.977
```

=====

Entry b
ORCA calculation (ωB97M-V with the def2-TZVPD basis set) on a molecular structure, C4H4Br2O.

The LUMO energy is 0.003 Ha. Its HOMO energy is -8.58 eV. Its frontier orbital gap is 8.7 eV.

XYZ file:
```
11
C4H4Br2O | OMol25 | ωB97M-V with the def2-TZVPD basis set
C 1.131 -0.125 0.279
H -2.092 0.661 0.310
Br 2.347 -1.637 0.110
C -1.250 0.216 -0.002
H -0.218 -1.495 0.764
C -0.197 -0.359 0.873
C -0.784 0.454 -1.204
O 0.455 0.166 -1.477
H -0.157 -0.123 1.948
Br 2.174 1.485 0.527
H -1.409 0.757 -2.127
```

=====

Which of them is most stable? Easy: entry b.

=====

Entry a
ORCA calculation (ωB97M-V with the def2-TZVPD basis set) on a molecular structure, C4H4Br2O.

The LUMO energy is 0.008 Ha. Its HOMO energy is -9.97 eV. Its frontier orbital gap is 10.2 eV.

XYZ file:
```
11
C4H4Br2O | OMol25 | ωB97M-V with the def2-TZVPD basis set
Br 2.906 -1.809 -0.118
Br 2.925 1.377 -0.069
C 1.836 -0.224 0.384
C -1.862 0.232 -0.714
O -0.650 -0.034 -1.309
H -2.607 0.392 -1.640
H -1.854 1.243 -0.105
C 0.636 -0.191 1.262
H 0.403 -0.278 2.369
C 0.423 -0.198 -0.055
H -2.158 -0.509 -0.004
```

=====

Entry b
ORCA calculation (ωB97M-V with the def2-TZVPD basis set) on a molecular structure, C4H4Br2O.

The LUMO energy is -0.006 Ha. Its HOMO energy is -10.11 eV. Its frontier orbital gap is 9.9 eV.

XYZ file:
```
11
C4H4Br2O | OMol25 | ωB97M-V with the def2-TZVPD basis set
H -0.755 0.516 -0.426
C -0.097 -0.447 -0.684
C 1.538 0.797 1.757
H -0.275 -1.070 0.206
H -0.451 -0.854 -1.622
C 1.885 0.373 0.582
O 1.270 -0.226 -1.054
Br 3.942 2.339 1.067
Br 4.280 -0.652 2.101
C 3.020 0.647 1.425
H 0.799 1.221 2.438
```

=====

Which of them is most stable? Easy: entry a.

=====

Entry a
ORCA calculation (ωB97M-V with the def2-TZVPD basis set) on a gas-phase ion, C3H10NO (charge +1).

The LUMO energy is -0.127 Ha. Its HOMO energy is -15.63 eV. The charge is +1. Its frontier orbital gap is 12.2 eV. As for the SMILES: C[C@@H](O)C[NH3+].

XYZ file:
```
15
C3H10NO | OMol25 | ωB97M-V with the def2-TZVPD basis set
H -0.818 0.821 -1.311
N 1.446 0.511 0.902
H -1.864 0.507 0.784
H 0.617 1.116 1.131
C 1.071 0.044 -0.494
H 1.127 -0.245 1.517
C -1.110 -1.285 -0.755
H 1.338 -0.994 -0.672
H -0.656 -2.007 -0.082
C -0.495 0.095 -0.574
H 1.477 0.640 -1.303
H -1.012 -1.638 -1.780
H 2.438 0.682 1.037
H -2.181 -1.139 -0.603
O -0.903 0.643 0.706
```

=====

Entry b
ORCA calculation (ωB97M-V with the def2-TZVPD basis set) on a molecular structure, C3H10NO.

The LUMO energy is -0.367 Ha. Its HOMO energy is -15.39 eV. The charge is +1. Its frontier orbital gap is 5.4 eV.

XYZ file:
```
15
C3H10NO | OMol25 | ωB97M-V with the def2-TZVPD basis set
C -3.811 -0.267 -0.365
C 1.388 0.602 -0.292
H -3.910 -1.159 0.243
H 3.435 0.340 0.657
H 2.144 -0.431 1.795
H 2.428 -1.184 0.344
H -4.755 0.294 -0.158
H 1.064 1.346 0.623
C 2.410 -0.171 0.679
H 1.928 1.208 -1.106
H -2.970 0.428 -0.053
H -3.739 -0.447 -1.431
H 0.660 -0.432 -1.948
O 3.368 -0.123 2.083
N 0.359 -0.003 -1.070
```

=====

Which of them is most stable? Easy: entry a.